# 1
Entry from the OMol25 dataset: one molecule with the formula C14H12N2OS2 in a non-equilibrium geometry (wB97M-V/def2-TZVPD).

Positions of all 31 atoms, in Å:
C1 -0.64708 -2.11110 0.03600
N1 -0.86762 -0.67912 0.06062
C2 0.22652 0.10874 -0.02164
N2 1.43130 -0.34130 0.05868
C3 2.36284 0.64696 -0.10679
C4 1.84755 1.89111 -0.32420
S1 0.12128 1.85347 -0.32941
H1 2.37272 2.81167 -0.47385
C5 3.75828 0.30970 -0.04009
C6 4.30292 -0.92824 0.16511
C7 5.71142 -0.91494 0.17345
C8 6.22517 0.32639 -0.02439
S2 4.99650 1.51338 -0.22669
H2 7.25325 0.62661 -0.06539
H3 6.31635 -1.79198 0.32043
H4 3.69807 -1.80528 0.30227
C9 -2.18210 -0.18593 0.02117
C10 -2.56009 0.90733 0.79479
C11 -3.85885 1.37566 0.75949
C12 -4.81149 0.74977 -0.03546
C13 -4.44349 -0.35819 -0.79279
C14 -3.14395 -0.81833 -0.76550
H5 -2.87170 -1.66922 -1.36977
H6 -5.19003 -0.84093 -1.40267
O1 -6.10125 1.17511 -0.09673
H7 -6.21878 1.94809 0.46848
H8 -4.13702 2.22874 1.36369
H9 -1.84099 1.38791 1.43897
H10 -1.49957 -2.61096 0.49151
H11 0.25590 -2.32659 0.60482
H12 -0.50607 -2.47851 -0.98409

Results
HOMO, eV: -7.34
Gap between HOMO and LUMO, eV: 7.943
Structure (SMILES): CN(c1ccc(O)cc1)c1nc(-c2cccs2)cs1
Net charge: 0
Calculated total energy, hartree: -1521.81920

=====

# 2
Entry from the OMol25 dataset: one molecule with the formula C3H3NO2 (wB97M-V/def2-TZVPD).

Positions of all 9 atoms, in Å:
N1 -0.93400 -0.52347 0.97254
C1 -0.69869 0.43481 0.00026
C2 1.46379 -0.31917 -0.36290
C3 0.50344 -0.33171 -1.13847
O1 0.20650 0.39373 1.33013
O2 -1.26171 1.36684 -0.49721
H1 -1.71906 -0.18157 1.53185
H2 2.30741 -0.31126 0.28758
H3 0.13234 -0.52821 -2.12378

Results
HOMO (spin up / spin down), eV: -9.63 / -9.63
Gap between HOMO and LUMO (spin up / spin down), eV: 9.052 / 9.053
Net charge: 0
Calculated total energy, hartree: -321.10915

=====

# 3
Entry from the OMol25 dataset: a 2-piece molecular cluster, C18H31INO7 overall in a non-equilibrium geometry (wB97M-V/def2-TZVPD).

Positions of all 58 atoms, in Å:
C1 1.77926 -0.20073 2.54143
C2 1.19406 1.17441 2.20514
O1 1.80199 2.14567 2.48360
O2 -0.00533 1.15168 1.61255
C3 -0.37965 2.40504 1.01326
C4 0.35168 2.72385 -0.31386
C5 0.11797 1.67284 -1.42300
C6 0.94884 0.37412 -1.28049
C7 0.18866 -0.90789 -1.74143
C8 -0.71698 -1.48610 -0.60223
C9 -2.19306 -1.23527 -1.02020
C10 -3.21094 -1.69257 0.05259
C11 -3.64199 -0.48018 0.91000
O3 -3.78737 -1.01978 2.27269
C12 -4.53117 -0.09430 2.94764
O4 -4.65940 -0.00775 4.07164
O5 -5.12463 0.78235 2.04844
C13 -5.05462 0.06571 0.79295
C14 -5.44445 1.07742 -0.31624
C15 -4.27343 1.66059 -1.10106
O6 -3.47963 2.38206 -0.69856
I1 -4.18966 1.06261 -3.20928
H1 2.85666 -0.14216 2.67331
H2 1.27652 -0.59287 3.43324
H3 1.51817 -0.86190 1.70305
H4 -1.45053 2.35156 0.78089
H5 -0.27207 3.24195 1.71151
H6 -0.06993 3.67589 -0.66337
H7 1.41452 2.87067 -0.07640
H8 0.39816 2.14185 -2.37518
H9 -0.96013 1.46997 -1.45613
H10 1.32715 0.18982 -0.27068
H11 1.81871 0.46967 -1.95501
H12 0.93606 -1.67985 -1.97500
H13 -0.40078 -0.61202 -2.61817
H14 -0.53988 -0.91813 0.32108
H15 -0.56402 -2.56172 -0.46414
H16 -2.39072 -1.66684 -2.00869
H17 -2.27248 -0.14863 -1.14923
H18 -4.11208 -2.14691 -0.38611
H19 -2.76574 -2.46131 0.69336
H20 -2.79406 0.21506 0.97625
H21 -5.79869 -0.73428 0.90077
H22 -6.11731 0.57069 -1.01413
H23 -6.01091 1.88287 0.16651
C16 6.10336 -1.50382 1.19076
C17 5.06481 -1.27446 0.14231
O7 3.90335 -1.15185 0.33037
N1 5.53809 -1.08919 -1.27412
C18 4.50154 -1.12215 -2.35734
H24 5.60726 -1.70492 2.13565
H25 6.72763 -2.36141 0.92838
H26 6.72854 -0.61364 1.29482
H27 6.31140 -1.73588 -1.45120
H28 5.99241 -0.16930 -1.27214
H29 4.62320 -2.04793 -2.91240
H30 4.67904 -0.27442 -3.01305
H31 3.50259 -1.05818 -1.93538

Results
HOMO, eV: -11.60
Gap between HOMO and LUMO, eV: 7.679
Net charge: +1
Calculated total energy, hartree: -1583.33751